{"formula": "C41H41B2N7O4Tl", "method": "ωB97M-V with the def2-TZVPD basis set", "symbols": ["Tl", "C", "C", "C", "C", "N", "N", "B", "N", "N", "C", "C", "C", "C", "C", "C", "C", "C", "C", "C", "N", "N", "C", "C", "C", "C", "C", "C", "C", "C", "C", "C", "C", "C", "C", "C", "C", "C", "H", "H", "H", "H", "H", "H", "H", "H", "H", "H", "H", "H", "H", "H", "H", "H", "H", "H", "H", "H", "H", "H", "H", "H", "H", "H", "H", "H", "O", "B", "O", "C", "C", "C", "C", "C", "C", "H", "H", "H", "H", "O", "C", "O", "C", "N", "C", "C", "C", "H", "H", "H", "H", "H", "H", "H", "H", "H"], "coordinates": [[0.698284, -0.472695, 0.693924], [2.686476, 1.549021, -4.692384], [2.812706, 0.783092, -3.414307], [3.790065, -0.118223, -3.072739], [3.444642, -0.556761, -1.780658], [2.333530, 0.037985, -1.374374], [1.941605, 0.861141, -2.375358], [0.672144, 1.748042, -2.378710], [0.670448, 2.843041, -1.282823], [0.903751, 2.560417, 0.009751], [0.807025, 3.697359, 0.671530], [0.518039, 4.761444, -0.209719], [0.436874, 4.172880, -1.452565], [0.114875, 4.823197, -2.759314], [0.925252, 3.713338, 2.140303], [1.446183, 2.612528, 2.819599], [1.449714, 2.576155, 4.206106], [0.970745, 3.656068, 4.939706], [0.495031, 4.775708, 4.271064], [0.461806, 4.797815, 2.883653], [-0.648828, 0.921739, -2.328854], [-1.010614, 0.107972, -1.310219], [-2.184084, -0.419253, -1.636230], [-2.584552, 0.040689, -2.904313], [-1.579952, 0.883268, -3.314222], [-1.490419, 1.615613, -4.615481], [-2.903790, -1.403392, -0.796546], [-4.054507, -2.018221, -1.293366], [-4.726662, -2.986904, -0.563920], [-4.261372, -3.370845, 0.686904], [-3.128001, -2.758490, 1.201291], [-2.464310, -1.783985, 0.469325], [4.155824, -1.566488, -0.972160], [5.107282, -2.390196, -1.573822], [5.763840, -3.373810, -0.849730], [5.477189, -3.559252, 0.496174], [4.539064, -2.740152, 1.107753], [3.893191, -1.751036, 0.382231], [3.533423, 1.302608, -5.332869], [1.770534, 1.294852, -5.226509], [2.682650, 2.626528, -4.524680], [4.637813, -0.400866, -3.674732], [0.671093, 2.320981, -3.425933], [0.413960, 5.811618, 0.011696], [-0.013681, 5.893954, -2.602242], [0.903875, 4.673007, -3.497249], [-0.809286, 4.429702, -3.181985], [1.837885, 1.781781, 2.243744], [1.821397, 1.693923, 4.712692], [0.970790, 3.626041, 6.022476], [0.133015, 5.629576, 4.831424], [0.058849, 5.663235, 2.370808], [-3.472672, -0.207157, -3.460932], [-2.382422, 1.393909, -5.201414], [-1.424796, 2.693726, -4.483290], [-0.619034, 1.303533, -5.191897], [-4.427539, -1.746859, -2.271879], [-5.609832, -3.454713, -0.981630], [-4.775200, -4.139113, 1.251129], [-2.739744, -3.039121, 2.173016], [-1.601743, -1.310656, 0.915787], [5.323490, -2.277193, -2.628295], [6.490688, -4.007536, -1.343049], [5.978707, -4.335393, 1.060552], [4.296132, -2.874657, 2.154197], [3.195658, -1.095833, 0.887638], [0.280349, -3.674382, -1.400557], [0.581789, -2.872704, -0.257468], [0.707913, -3.801213, 0.839363], [0.482003, -5.053663, 0.356512], [0.475042, -6.256081, 1.025278], [0.194492, -7.404366, 0.277159], [-0.060638, -7.326273, -1.086718], [-0.048443, -6.096877, -1.753203], [0.222274, -4.975494, -1.003509], [0.676804, -6.304518, 2.087539], [0.173503, -8.367938, 0.770634], [-0.271802, -8.230801, -1.643039], [-0.246111, -6.022522, -2.814727], [-2.492561, 0.289569, 5.095411], [-2.056557, 0.120650, 3.838582], [-1.108493, -0.564460, 3.562357], [-2.879382, 0.878919, 2.793085], [-3.884980, 1.728423, 3.463787], [-3.465454, 3.147217, 3.334113], [-2.009286, 3.082685, 2.876257], [-1.999530, 1.840994, 1.990649], [-3.344221, 0.120057, 2.164871], [-3.266097, 0.893490, 4.989225], [-4.806046, 1.578450, 3.081095], [-3.588556, 3.672803, 4.281905], [-4.071564, 3.663658, 2.583889], [-1.339763, 2.938684, 3.729461], [-1.699416, 3.984929, 2.353432], [-1.005529, 1.440690, 1.802807], [-2.472289, 2.051405, 1.027782]], "forces_ev_per_a": [[0.3, -0.5, -0.1], [0.0, 0.0, 0.0], [-0.1, 0.0, 0.0], [0.1, 0.0, 0.0], [0.2, -0.2, 0.0], [-0.1, 0.2, -0.1], [0.0, 0.1, -0.1], [-0.1, 0.0, 0.2], [0.2, 0.1, -0.2], [-0.1, -0.1, -0.3], [0.0, 0.3, 0.3], [0.0, 0.0, 0.0], [0.0, -0.1, 0.1], [0.1, -0.1, 0.0], [0.2, 0.1, 0.0], [0.1, 0.0, 0.0], [0.0, 0.0, 0.0], [0.0, 0.0, 0.0], [0.1, 0.1, -0.1], [0.4, 0.1, 0.1], [0.1, -0.1, -0.2], [0.0, 0.3, 0.0], [-0.2, -0.3, 0.0], [-0.1, 0.0, 0.0], [0.0, 0.0, 0.1], [0.0, -0.1, 0.0], [0.1, 0.1, -0.1], [-0.1, 0.0, 0.0], [0.0, 0.0, 0.0], [0.0, 0.0, 0.0], [0.0, 0.0, 0.0], [0.0, 0.1, 0.1], [-0.1, 0.0, -0.1], [0.0, -0.1, 0.0], [0.0, 0.0, 0.0], [0.0, 0.0, 0.0], [0.0, 0.0, 0.0], [0.0, 0.1, 0.1], [0.0, 0.0, 0.0], [0.0, 0.0, 0.0], [0.0, 0.0, 0.0], [0.0, 0.0, 0.0], [-0.1, 0.0, 0.0], [0.0, 0.0, 0.0], [0.0, 0.0, 0.0], [0.0, 0.0, 0.0], [0.0, 0.0, 0.0], [-0.1, 0.0, 0.1], [0.0, 0.0, 0.0], [0.0, 0.0, 0.0], [0.0, 0.0, 0.0], [0.0, 0.0, 0.0], [0.0, 0.0, 0.0], [0.0, 0.0, 0.0], [0.0, 0.1, 0.0], [0.0, 0.0, 0.0], [0.0, 0.0, 0.0], [0.0, 0.0, 0.0], [0.0, 0.0, 0.0], [0.0, 0.0, 0.0], [-0.1, 0.0, 0.0], [0.0, 0.0, 0.0], [0.0, 0.0, 0.0], [0.0, 0.0, 0.0], [0.0, 0.0, 0.0], [0.0, 0.0, 0.0], [0.0, 0.1, 0.0], [0.0, -0.1, 0.3], [0.0, -0.1, -0.1], [0.0, 0.2, 0.1], [0.0, -0.1, 0.0], [0.0, 0.1, 0.0], [0.0, 0.1, 0.0], [0.0, -0.1, 0.0], [0.0, 0.1, -0.1], [0.0, 0.0, 0.0], [0.0, 0.0, 0.0], [0.0, 0.0, 0.0], [0.0, 0.0, 0.0], [0.0, 0.0, 0.0], [0.1, 0.0, 0.1], [-0.2, 0.0, 0.1], [0.1, 0.1, 0.0], [0.0, 0.1, 0.1], [0.0, -0.1, 0.0], [-0.3, -0.1, -0.1], [0.0, 0.0, 0.0], [-0.1, 0.0, 0.0], [0.0, 0.0, 0.0], [0.0, 0.0, 0.0], [0.0, 0.0, 0.0], [0.0, 0.0, 0.0], [-0.1, 0.0, -0.1], [-0.2, -0.1, 0.0], [0.0, 0.0, 0.0], [0.0, 0.0, 0.0]], "energy_ev": -67856.4040, "e_above_lowest_kj_mol": 46.6, "charge": -1}

{"formula": "C41H42As2Br2N3OSSr", "method": "ωB97M-V with the def2-TZVPD basis set", "symbols": ["Sr", "C", "C", "As", "C", "C", "C", "C", "C", "C", "C", "C", "C", "C", "C", "C", "As", "C", "C", "C", "C", "C", "C", "C", "C", "C", "C", "C", "C", "H", "H", "H", "H", "H", "H", "H", "H", "H", "H", "H", "H", "H", "H", "H", "H", "H", "H", "H", "H", "H", "H", "H", "H", "C", "C", "C", "C", "C", "C", "Br", "C", "C", "Br", "C", "O", "C", "N", "H", "H", "H", "H", "H", "H", "C", "C", "N", "C", "S", "N", "C", "C", "H", "H", "H", "H", "H", "H", "H", "H", "H", "H", "H", "H"], "coordinates": [[1.622500, -1.415449, 0.579359], [-2.071330, -0.069966, -0.351078], [-1.850575, -0.955950, -1.595717], [-0.010924, -1.587002, -2.012986], [-0.252362, -3.437880, -2.552066], [-1.440931, -4.148206, -2.459501], [-1.527073, -5.431596, -2.988280], [-0.424710, -6.005141, -3.602772], [0.773770, -5.302713, -3.675344], [0.859355, -4.024122, -3.150973], [0.058124, -0.849977, -3.829402], [-0.958885, -1.198525, -4.714923], [-0.986881, -0.659334, -5.990812], [0.000076, 0.237017, -6.392402], [1.021367, 0.573954, -5.519820], [1.052632, 0.023738, -4.242688], [-2.598671, 1.861593, -0.542056], [-1.044263, 2.947444, -1.023875], [-1.183412, 4.323136, -0.884804], [-0.110634, 5.173645, -1.111391], [1.134291, 4.660321, -1.448546], [1.287798, 3.289256, -1.593298], [0.195078, 2.446351, -1.404954], [-3.480567, 1.787320, -2.290282], [-2.796569, 1.862458, -3.507543], [-3.501451, 1.898104, -4.706497], [-4.891260, 1.862424, -4.703378], [-5.578708, 1.778083, -3.499885], [-4.875784, 1.744533, -2.301529], [-1.272372, -0.131321, 0.376906], [-2.951171, -0.428574, 0.169658], [-2.232821, -0.453104, -2.471441], [-2.417376, -1.876214, -1.495532], [-2.307978, -3.718330, -1.976875], [-2.460805, -5.979941, -2.924663], [-0.495835, -7.002150, -4.022219], [1.642508, -5.753447, -4.141559], [1.793206, -3.483431, -3.201019], [-1.722960, -1.902407, -4.417300], [-1.779544, -0.938607, -6.676380], [-0.027558, 0.664011, -7.387880], [1.799366, 1.263452, -5.829250], [1.864935, 0.271547, -3.578643], [-2.138266, 4.737369, -0.585122], [-0.241110, 6.245141, -1.015870], [1.975101, 5.325423, -1.601893], [2.250381, 2.877250, -1.861267], [0.306312, 1.388783, -1.559367], [-1.715544, 1.907750, -3.531880], [-2.958474, 1.967053, -5.644227], [-5.436353, 1.917074, -5.638470], [-6.664049, 1.754091, -3.492094], [-5.414453, 1.688120, -1.363641], [1.175143, -1.161413, 4.313097], [2.147975, -2.201364, 3.845896], [2.995707, -2.815660, 4.790627], [3.853591, -3.798256, 4.398213], [3.899197, -4.219038, 3.050664], [4.720241, -5.265075, 2.580165], [5.855623, -6.205389, 3.765779], [4.703535, -5.621981, 1.267758], [3.881315, -4.934192, 0.366093], [3.912361, -5.434590, -1.451181], [3.045263, -3.885080, 0.737533], [2.284037, -3.238080, -0.128350], [3.055705, -3.537226, 2.136537], [2.199067, -2.530496, 2.556695], [0.853965, -1.375736, 5.333008], [0.300642, -1.115299, 3.675408], [1.635114, -0.174529, 4.303796], [2.943964, -2.505810, 5.828578], [4.498452, -4.281772, 5.121317], [5.323496, -6.435164, 0.911673], [1.782018, 4.698998, 5.709989], [1.254118, 3.270867, 5.662786], [1.304991, 2.678292, 4.318859], [0.324210, 2.366097, 3.462508], [0.675100, 1.424546, 2.077291], [-0.932364, 2.789202, 3.640050], [-1.468996, 3.864260, 4.486025], [-2.289377, 3.352054, 5.662448], [1.783600, 5.064111, 6.740552], [1.171271, 5.373608, 5.104717], [2.806641, 4.744287, 5.332956], [0.237431, 3.216939, 6.033491], [1.860780, 2.641314, 6.311185], [2.214446, 2.433332, 3.975291], [-1.549252, 2.447364, 2.925281], [-2.105542, 4.471013, 3.845689], [-0.656325, 4.501632, 4.817255], [-3.129075, 2.749222, 5.308300], [-2.692116, 4.192699, 6.234575], [-1.691090, 2.733262, 6.334912]], "forces_ev_per_a": [[-1.3, 3.9, -0.1], [0.2, 0.1, -0.7], [0.1, -0.1, 0.4], [-0.7, 0.5, -0.8], [0.0, 0.0, 0.0], [0.0, 0.0, 0.0], [0.0, 0.0, 0.0], [0.0, 0.0, 0.0], [0.0, 0.0, 0.0], [-0.1, -0.1, 0.0], [0.1, 0.0, 0.2], [0.1, 0.1, -0.1], [0.0, 0.0, 0.0], [-0.1, 0.0, 0.0], [0.1, 0.1, 0.0], [-0.1, 0.0, 0.0], [-0.1, 0.0, 0.0], [0.2, -0.4, 0.0], [-0.1, 0.1, 0.1], [0.0, 0.1, 0.0], [0.0, -0.1, 0.0], [-0.3, -0.1, 0.0], [0.1, 0.3, 0.1], [0.0, 0.1, -0.1], [-0.2, 0.0, 0.1], [0.0, 0.0, 0.1], [0.1, 0.0, 0.0], [0.0, 0.0, 0.0], [0.1, -0.1, -0.1], [0.3, 0.2, 0.2], [-0.2, -0.1, 0.2], [0.0, 0.0, -0.3], [-0.2, 0.0, 0.1], [-0.1, 0.0, 0.0], [0.1, 0.0, 0.0], [0.0, 0.1, 0.0], [-0.1, 0.0, 0.0], [0.1, 0.0, 0.0], [-0.1, -0.1, 0.0], [0.1, 0.0, 0.1], [0.0, 0.0, 0.0], [-0.1, -0.1, 0.0], [0.1, 0.1, 0.2], [-0.1, 0.0, 0.0], [0.0, 0.0, 0.0], [0.0, 0.0, 0.0], [0.1, 0.0, -0.1], [0.1, -0.4, 0.0], [0.1, 0.0, 0.0], [-0.1, 0.0, 0.1], [0.0, 0.0, 0.0], [0.1, 0.0, 0.0], [0.0, 0.0, 0.0], [0.1, -0.1, 0.1], [0.2, -0.4, -0.3], [0.0, 0.0, 0.0], [0.0, 0.0, 0.1], [-0.2, 0.2, 0.0], [0.1, -0.1, 0.2], [0.0, 0.0, 0.0], [0.0, -0.1, -0.2], [-0.2, 0.3, -0.1], [0.0, 0.0, 0.1], [0.2, -0.4, -0.3], [1.1, -2.3, -0.1], [0.0, 0.0, 0.2], [0.5, -0.9, 1.6], [0.0, 0.0, 0.0], [-0.1, 0.0, -0.1], [0.0, 0.1, 0.0], [0.0, 0.0, -0.1], [0.0, 0.0, 0.0], [0.0, 0.1, 0.0], [0.0, 0.0, 0.0], [0.1, 0.1, -0.2], [-0.1, 0.2, 0.2], [-0.1, 0.1, 0.1], [0.1, 0.0, -0.3], [0.1, 0.0, 0.2], [-0.1, -0.1, 0.0], [0.0, 0.0, 0.0], [0.0, 0.0, -0.1], [0.1, 0.0, 0.0], [-0.1, 0.0, 0.0], [0.1, -0.1, 0.1], [0.0, -0.1, 0.0], [0.2, -0.1, 0.0], [-0.2, -0.1, -0.2], [0.0, 0.1, -0.1], [-0.1, 0.0, -0.1], [0.1, 0.0, 0.1], [0.0, -0.1, -0.1], [-0.1, 0.0, 0.0]], "energy_ev": -323146.1845, "e_above_lowest_kj_mol": 187.8, "charge": 1}